[1]
Density functional theory data (ωB97M-V with the def2-TZVPD basis set) for the ion C7H9BrF4NO2 with charge -1.

CARTESIAN COORDINATES (ANGSTROEM)
C 1.507 -2.007 0.574
C 1.821 -1.129 -0.774
Br 3.753 -0.498 -0.782
C 0.744 0.061 -1.102
C 0.291 0.972 0.182
N -1.101 1.498 -0.116
C -2.191 0.669 0.525
F -2.094 0.607 2.030
F -3.480 1.411 0.261
C -2.396 -0.828 -0.110
F -3.285 -1.581 0.845
F -3.099 -0.668 -1.406
C 1.267 2.309 0.325
O 2.058 2.502 1.403
O 1.187 3.299 -0.764
H 1.949 -3.094 0.472
H 0.379 -2.007 0.912
H 2.104 -1.479 1.462
H 1.756 -1.894 -1.688
H 1.292 0.805 -1.859
H -0.170 -0.376 -1.730
H 0.328 0.435 1.220
H -1.202 2.458 0.332
H -1.419 -1.465 -0.212

Computed properties:
- E_LUMO (hartree) = 0.103
- net charge = -1
- max |F| (Eh/bohr) = 0.1505
- highest occupied orbital energy (eV) = -4.721
- SMILES string = C[C@H](Br)C[C@H](NC(F)(F)C(F)F)C(=O)[O-]

natural (NBO) atomic charge list, values in e, 2 entries: -0.669, -0.226


[2]
Density functional theory data (ωB97M-V with the def2-TZVPD basis set) for a cluster of 2 separate species, C7H9BrN2O2S in total.

CARTESIAN COORDINATES (ANGSTROEM)
C -0.465 0.342 0.596
C -0.957 -1.501 -0.824
C -1.428 -4.763 -4.126
C -2.846 -0.212 -0.813
C 0.023 1.499 0.094
C -0.348 2.751 0.799
C 1.211 -3.213 -0.936
N -0.228 -0.860 -0.115
N -2.308 -1.335 -1.205
O -0.421 -5.272 -4.004
O -2.490 -4.353 -4.154
S -0.408 -3.004 -1.732
Br -4.649 -0.130 -1.317
H -1.034 0.307 1.543
H 0.623 1.409 -0.803
H 0.269 3.548 0.325
H 0.098 2.758 1.901
H -1.443 3.004 1.015
H 1.593 -4.319 -0.934
H 0.787 -2.681 -0.017
H 2.046 -2.587 -1.395
H -2.737 -1.949 -1.843

Computed properties:
- E_LUMO (hartree) = 0.009
- net charge = 0
- max |F| (Eh/bohr) = 0.0929
- highest occupied orbital energy (eV) = -8.209

natural (NBO) atomic charge list, values in e, 2 entries: -0.006, 0.366


[3]
Density functional theory data (ωB97M-V with the def2-TZVPD basis set) for a cluster of 2 separate species, C7H9BrO2 in total.

CARTESIAN COORDINATES (ANGSTROEM)
C 1.465 -1.095 -1.087
C 0.392 -1.741 -0.508
C -1.144 1.078 1.719
C 1.973 -0.365 -0.083
C 0.290 -1.423 0.814
C -1.396 0.822 0.494
C -0.687 1.536 -0.631
O 1.290 -0.507 1.047
O -0.680 0.829 -1.876
Br -2.650 -0.449 -0.054
H 1.872 -1.177 -2.016
H -0.202 -2.560 -1.010
H -1.666 0.453 2.444
H -0.430 1.759 2.133
H 2.704 0.385 -0.066
H -0.196 -1.746 1.826
H 0.414 1.683 -0.360
H -1.196 2.450 -0.967
H -0.152 0.068 -1.816

Computed properties:
- E_LUMO (hartree) = 0.028
- net charge = 0
- max |F| (Eh/bohr) = 0.0971
- highest occupied orbital energy (eV) = -8.919
- SMILES string = C=C(Br)CO.c1ccoc1

natural (NBO) atomic charge list, values in e, 2 entries: -0.375, -0.316


[4]
Density functional theory data (ωB97M-V with the def2-TZVPD basis set) for a structure of composition C7H9Cl2NO4RuYb.

CARTESIAN COORDINATES (ANGSTROEM)
Yb -0.307 0.632 -4.072
Ru 0.456 0.815 -1.664
Cl -0.587 2.774 -2.690
Cl 1.201 -1.182 -3.052
C -0.313 -0.533 -0.710
C -0.164 1.253 -6.680
C 0.452 -1.177 -5.901
O -0.857 -1.099 0.144
O -0.156 1.652 -7.763
O 0.747 -1.470 -6.972
C 0.969 3.119 3.398
N 0.283 2.985 2.098
C -0.851 3.863 1.773
C 0.746 2.107 1.166
C 1.632 0.967 1.601
O 0.438 2.225 -0.072
H 0.597 4.029 3.826
H 2.036 3.247 3.204
H 0.703 2.288 4.070
H -0.723 4.399 0.829
H -1.809 3.337 1.696
H -0.938 4.595 2.560
H 1.161 0.008 1.347
H 2.665 1.152 1.227
H 1.630 0.974 2.693

Computed properties:
- multiplicity = 7
- E_LUMO (alpha / beta) (hartree) = -0.573 / -0.682
- net charge = +4
- <S²> = 12.0232
- max |F| (Eh/bohr) = 0.2140
- highest occupied orbital energy (alpha / beta) (eV) = -23.844 / -25.696

natural (NBO) atomic charge list, values in e, 2 entries: 1.886, 0.947


[5]
Density functional theory data (ωB97M-V with the def2-TZVPD basis set) for a cluster of 2 separate species, C7H9ClNO2 in total.

CARTESIAN COORDINATES (ANGSTROEM)
C 1.410 -1.081 1.429
C 0.343 -0.737 1.904
C 2.670 -0.414 -0.739
C -2.849 1.035 0.241
C -0.624 1.460 -0.700
C 2.624 -1.248 0.713
C -1.633 -0.598 -0.928
N -1.780 0.606 -0.409
O 3.776 0.050 -0.942
O 1.674 -0.287 -1.396
Cl -2.752 -1.833 -0.513
H -3.763 0.575 0.168
H -2.845 1.771 1.062
H -0.242 -0.338 2.677
H -0.811 2.393 -0.096
H 0.212 0.770 -0.743
H -0.878 1.901 -1.691
H 2.911 -2.373 0.552
H 3.515 -0.752 1.169
H -0.959 -0.901 -1.757

Computed properties:
- multiplicity = 3
- E_LUMO (alpha / beta) (hartree) = 0.118 / 0.103
- net charge = -1
- <S²> = 2.0072
- max |F| (Eh/bohr) = 0.0993
- highest occupied orbital energy (alpha / beta) (eV) = -1.972 / -4.554

natural (NBO) atomic charge list, values in e, 2 entries: 0.050, -0.341


[6]
Density functional theory data (ωB97M-V with the def2-TZVPD basis set) for a cluster of 2 separate species, C7H9ClNO2 in total.

CARTESIAN COORDINATES (ANGSTROEM)
C 1.109 -0.565 -1.162
C 1.898 -0.389 0.054
C -0.117 -0.082 -1.078
C 1.126 0.122 0.996
C -0.316 0.255 0.391
C -1.980 -1.086 0.543
C -1.032 -0.133 -2.284
N 1.425 0.655 2.305
O -1.845 -2.231 0.341
O -0.931 1.409 0.794
Cl -3.215 0.026 0.971
H 1.637 -0.876 -2.104
H 2.992 -0.615 0.078
H -2.031 -0.448 -1.916
H -0.494 -0.937 -2.795
H -1.341 0.809 -2.713
H 2.469 0.892 2.304
H 0.947 -0.001 2.946
H 1.120 1.594 2.294
H -1.423 1.601 0.035

Computed properties:
- E_LUMO (hartree) = -0.147
- net charge = +1
- max |F| (Eh/bohr) = 0.0713
- highest occupied orbital energy (eV) = -12.344

natural (NBO) atomic charge list, values in e, 2 entries: -0.250, -0.151


[7]
Density functional theory data (ωB97M-V with the def2-TZVPD basis set) for a cluster of 2 separate species, C7H9ClO in total.

CARTESIAN COORDINATES (ANGSTROEM)
Cl -5.017 -2.035 0.627
C -3.994 -3.473 0.492
H -3.106 -3.373 1.139
H -3.657 -3.607 -0.549
H -4.554 -4.372 0.799
O -1.552 -0.804 -0.670
C 1.279 -1.243 2.354
C 1.628 -1.379 1.009
C -0.042 -0.956 2.693
C 0.670 -1.229 0.009
C -1.008 -0.804 1.698
C -0.651 -0.941 0.356
H -2.438 -0.604 -0.281
H 2.038 -1.362 3.138
H 2.665 -1.605 0.730
H -0.331 -0.847 3.747
H 0.929 -1.332 -1.052
H -2.048 -0.578 1.967

Computed properties:
- E_LUMO (hartree) = 0.030
- net charge = 0
- max |F| (Eh/bohr) = 0.0235
- highest occupied orbital energy (eV) = -8.670
- SMILES string = Oc1ccccc1.CCl

natural (NBO) atomic charge list, values in e, 2 entries: -0.069, -0.591


[8]
Density functional theory data (ωB97M-V with the def2-TZVPD basis set) for an isolated molecule of C7H9IN2.

CARTESIAN COORDINATES (ANGSTROEM)
C -0.791 0.078 -0.532
C 0.615 0.063 -0.884
C -0.169 1.307 -0.976
C 0.278 -0.002 1.716
C -2.065 -0.624 -0.946
C 1.828 -0.463 -0.737
C 1.179 -1.028 1.476
N -0.424 2.492 -1.331
N -0.879 0.182 1.041
I 2.984 -1.282 2.650
H 0.523 0.830 2.423
H -2.206 -1.670 -0.429
H -2.337 -0.568 -2.003
H -2.900 -0.026 -0.494
H 2.006 -1.508 -0.636
H 2.640 0.134 -0.995
H 0.775 -1.862 0.920
H 0.445 3.059 -1.626
H -1.501 0.889 1.364

Computed properties:
- E_LUMO (hartree) = 0.003
- net charge = 0
- max |F| (Eh/bohr) = 0.0631
- highest occupied orbital energy (eV) = -7.823
- SMILES string = [H]/N=C1\C(=C)[C@@]1(C)N/C=C/I

natural (NBO) atomic charge list, values in e, 2 entries: 0.020, -0.117


Relative energy (zero: lowest compared OMol25 entry of this formula, charge and spin)? In order: 526.71 222.95 127.87 0.00 176.18 128.88 5.32 391.37 kJ/mol.